one:
The following is a quantum chemistry calculation of an isolated ion of composition H3NO4P and charge -1, from the OMol25 dataset.

Structure (XYZ):
```
9
H3NO4P | the OMol25 dataset | ωB97M-V/def2-TZVPD
N 0.89576 0.31276 -0.03557
P -1.19633 0.63966 0.03073
O -1.77475 0.48650 -1.33657
O -1.44574 1.88102 0.71368
O -1.62305 -0.61742 0.91724
O -1.94776 -1.72059 -0.00185
H 1.07725 0.37927 0.88723
H 1.54736 0.96694 -0.49310
H -2.17707 -1.13437 -0.83385
```

## Properties
- total charge = -1
- HOMO level (eV) = -4.799
- HOMO-LUMO gap (eV) = 9.12



two:
The following is a quantum chemistry calculation of a 2-piece molecular cluster, H3NO4P overall, from the OMol25 dataset.

Structure (XYZ):
```
9
H3NO4P | the OMol25 dataset | ωB97M-V/def2-TZVPD
N 0.66084 0.65084 -1.16284
O -0.85693 -1.47966 -0.68641
O -1.62830 1.10007 0.86621
O 0.86221 -0.78943 1.18732
O 1.62972 -1.55925 0.19181
P 0.35026 -0.68477 -0.39837
H 1.54712 0.99411 -0.82203
H -1.54360 0.19030 0.54002
H -1.02132 1.57778 0.28429
```

## Properties
- total charge = -1
- HOMO level (eV) = -4.918
- HOMO-LUMO gap (eV) = 9.25



Most stable: one



one:
The following is a quantum chemistry calculation of a 3-piece molecular cluster, C4H13NO2 overall, from the OMol25 dataset.

Structure (XYZ):
```
20
C4H13NO2 | the OMol25 dataset | ωB97M-V/def2-TZVPD
C -0.64031 -1.27871 1.35584
C -0.15937 -1.46523 0.13856
N -0.43172 -0.64868 -0.94563
C 0.64072 -0.40250 -1.92356
C 1.11057 1.02882 -1.94770
H -0.52101 -1.96263 2.18434
H -1.26849 -0.41062 1.57594
H 0.44215 -2.31889 -0.16259
H -1.04824 0.12438 -0.77786
H 1.47365 -1.07831 -1.68099
H 0.31577 -0.77588 -2.90601
H 1.50236 1.33686 -0.97333
H 1.85659 1.21141 -2.71786
H 0.29483 1.72065 -2.16874
O 1.53175 -0.52405 3.59474
H 1.23243 -0.27812 2.70416
H 2.48998 -0.48109 3.62171
O -3.26559 1.95361 0.11782
H -3.20925 2.61463 0.82007
H -2.34683 1.63437 0.09108
```

## Properties
- HOMO level (eV) = -8.295
- HOMO-LUMO gap (eV) = 8.90



two:
The following is a quantum chemistry calculation of a 3-piece molecular cluster, C4H13NO2 overall, from the OMol25 dataset.

Structure (XYZ):
```
20
C4H13NO2 | the OMol25 dataset | ωB97M-V/def2-TZVPD
C -1.93859 -1.38972 -0.63643
N -1.58447 -0.20339 -0.82384
C -1.10697 0.88362 -0.03634
C 0.42343 0.84785 0.10003
C 0.85633 1.99812 1.01999
H -2.93047 -1.65084 -0.21963
H -1.32160 -2.20760 -1.05305
H -1.32290 1.78048 -0.63459
H -1.61386 1.00743 0.92555
H 0.86642 -0.13151 0.25009
H 0.74773 1.05295 -0.92529
H 0.99803 1.59900 2.02095
H 1.81642 2.40631 0.68824
H 0.15437 2.82079 0.96637
O -3.71288 -0.54705 -3.43831
H -2.79551 -0.78655 -3.26581
H -3.84061 -0.81007 -4.35490
O 5.34974 -2.33747 2.76663
H 4.78280 -1.87835 3.39373
H 6.17260 -2.45401 3.25661
```

## Properties
- HOMO level (eV) = -7.930
- HOMO-LUMO gap (eV) = 8.62



Most stable: one



one:
The following is a quantum chemistry calculation of a 2-piece molecular cluster, C3H10NO overall, from the OMol25 dataset.

Structure (XYZ):
```
15
C3H10NO | the OMol25 dataset | ωB97M-V/def2-TZVPD
N -0.85177 2.50779 -1.55818
H -0.92750 3.45984 -1.20524
H -0.57875 2.60078 -2.54072
H -0.24121 1.97912 -0.96660
C -0.36257 0.14445 0.46096
O 0.65359 0.91105 -0.02368
C 0.09013 -1.11435 1.18667
C 0.93465 -1.97554 0.24966
H -1.05112 -0.22184 -0.33783
H -1.06359 0.72489 1.13201
H -0.77826 -1.67576 1.53801
H 0.70726 -0.85571 2.05645
H 1.33453 -2.83773 0.72098
H 1.80034 -1.36916 -0.05329
H 0.33428 -2.27784 -0.65920
```

## Properties
- total charge = -1
- HOMO level (eV) = -2.529
- HOMO-LUMO gap (eV) = 7.07



two:
The following is a quantum chemistry calculation of a 2-piece molecular cluster, C3H10NO overall, from the OMol25 dataset.

Structure (XYZ):
```
15
C3H10NO | the OMol25 dataset | ωB97M-V/def2-TZVPD
C 1.42800 0.62508 -1.86595
O 1.51386 -0.56042 -1.19535
H 1.33230 1.55137 -1.34664
H 0.88447 1.03116 -2.74779
H 2.35726 0.92251 -2.40481
C -1.08362 -0.51988 -0.32245
N -1.06636 0.33812 0.98553
C -0.47943 -0.39171 2.19839
H -1.88135 -1.22195 0.01590
H -0.22020 -1.18045 -0.56120
H -1.31375 0.12858 -1.21183
H -0.38602 1.07337 0.83521
H -0.61264 -1.49720 2.06152
H 0.67727 -0.28286 2.46307
H -1.14981 -0.01572 3.09638
```

## Properties
- total charge = -1
- HOMO level (eV) = -2.127
- HOMO-LUMO gap (eV) = 6.38



three:
The following is a quantum chemistry calculation of a 2-piece molecular cluster, C3H10NO overall, from the OMol25 dataset.

Structure (XYZ):
```
15
C3H10NO | the OMol25 dataset | ωB97M-V/def2-TZVPD
C -2.67545 0.16405 1.27806
O -1.65340 -0.64349 0.91473
H -2.75529 0.34182 2.37892
H -3.66190 -0.22085 0.91665
H -2.61893 1.22053 0.89272
C 2.04662 0.30519 -1.81905
C 1.62232 -0.38063 -0.52124
N 0.75011 0.46607 0.27907
H 1.16262 0.45913 -2.44567
H 2.73216 -0.30661 -2.41081
H 2.46303 1.29991 -1.65381
H 2.52724 -0.57416 0.07667
H 1.11811 -1.32254 -0.79936
H 0.20166 1.04936 -0.35181
H -0.06772 -0.10353 0.63938
```

## Properties
- total charge = -1
- HOMO level (eV) = -2.463
- HOMO-LUMO gap (eV) = 6.51



Most stable: one



one:
The following is a quantum chemistry calculation of a single C5H11N molecule, from the OMol25 dataset.

Structure (XYZ):
```
17
C5H11N | the OMol25 dataset | ωB97M-V/def2-TZVPD
C -1.23601 -1.36760 -1.16500
C 0.13593 -1.37110 -0.43868
C 0.34432 0.00988 0.19399
C 0.20897 0.05435 1.67857
C 0.70875 1.05222 -0.56086
N 0.53125 2.37231 -0.10436
H -1.31095 -0.79184 -2.06696
H -1.50364 -2.38383 -1.45049
H -1.97824 -0.91005 -0.51916
H 0.12756 -2.23190 0.23806
H 1.06837 -1.47476 -0.98836
H 0.63976 -0.72465 2.31025
H -0.81524 0.27556 2.00076
H 0.66048 0.96267 2.13001
H 0.98612 0.93525 -1.61607
H 0.33052 2.49998 0.86960
H 1.10204 3.09349 -0.51131
```

## Properties
- HOMO level (eV) = -7.584
- HOMO-LUMO gap (eV) = 8.63



two:
The following is a quantum chemistry calculation of a single C5H11N molecule, from the OMol25 dataset.

Structure (XYZ):
```
17
C5H11N | the OMol25 dataset | ωB97M-V/def2-TZVPD
C 0.02192 -1.41705 0.43955
C -0.13114 -0.20996 -0.06454
C 0.48757 0.21733 -1.35534
C 1.92437 -0.31950 -1.51208
C -0.88112 0.94821 0.61296
N -1.58651 0.57997 1.86852
H -0.45697 -1.52087 1.42635
H 0.55300 -2.15784 -0.08374
H 0.22367 1.24177 -1.50789
H -0.11199 -0.31214 -2.14638
H 2.61456 0.40161 -1.99639
H 1.91890 -1.25155 -2.19405
H 2.46363 -0.58982 -0.60737
H -0.13413 1.73246 0.61995
H -1.66114 1.24751 -0.11295
H -1.96330 1.41092 2.25071
H -0.87023 0.42401 2.54875
```

## Properties
- HOMO level (eV) = -9.118
- HOMO-LUMO gap (eV) = 10.11



Most stable: one



one:
The following is a quantum chemistry calculation of a single C5H11N molecule, from the OMol25 dataset.

Structure (XYZ):
```
17
C5H11N | the OMol25 dataset | ωB97M-V/def2-TZVPD
C -2.78350 -0.06735 0.05751
C -1.41479 0.52604 -0.12509
C -0.41148 -0.25676 -0.33055
C 1.00259 0.10402 -0.48394
C 1.99240 -0.93901 0.16126
N 1.35793 1.49106 0.01110
H -3.14499 0.50728 0.97092
H -3.48388 -0.00882 -0.95096
H -2.60009 -1.29024 0.43439
H -1.36750 1.57265 -0.00530
H -0.70136 -1.31898 -0.12972
H 1.23989 0.14544 -1.52740
H 2.09947 -1.84877 -0.53389
H 2.99499 -0.35813 0.28790
H 1.62209 -1.09486 1.28637
H 2.43342 1.43717 -0.18084
H 1.16480 1.39927 1.05826
```

## Properties
- HOMO level (eV) = -9.299
- HOMO-LUMO gap (eV) = 10.34



two:
The following is a quantum chemistry calculation of a single C5H11N molecule, from the OMol25 dataset.

Structure (XYZ):
```
17
C5H11N | the OMol25 dataset | ωB97M-V/def2-TZVPD
C 2.39219 -0.40261 0.38563
C 1.24138 -0.54463 -0.63169
C -0.12976 -0.29208 -0.02184
C -0.47469 1.11363 0.28425
N -1.22346 0.39901 -0.73793
C -2.54549 0.05923 -0.19407
H 2.39445 0.57910 0.87576
H 2.35333 -1.16168 1.17658
H 3.36210 -0.51298 -0.11586
H 1.39460 0.18201 -1.43694
H 1.29144 -1.54334 -1.07968
H -0.54478 -1.11014 0.55557
H 0.20166 1.86237 -0.12298
H -0.99524 1.40695 1.19302
H -3.06820 -0.68035 -0.80749
H -3.14999 0.97299 -0.16448
H -2.49955 -0.32747 0.84214
```

## Properties
- HOMO level (eV) = -9.053
- HOMO-LUMO gap (eV) = 10.26



three:
The following is a quantum chemistry calculation of a single C5H11N molecule, from the OMol25 dataset.

Structure (XYZ):
```
17
C5H11N | the OMol25 dataset | ωB97M-V/def2-TZVPD
C 2.58472 0.49224 0.54036
C 1.41723 -0.51070 0.34476
C 0.09163 0.15355 0.60569
C -0.99243 -0.01403 -0.18298
C -1.98328 1.09074 -0.28866
N -1.25518 -1.23364 -0.87948
H 2.18368 1.50467 0.57522
H 2.99227 0.32387 1.54013
H 3.37185 0.36947 -0.19676
H 1.54501 -1.38163 1.00047
H 1.55753 -0.93718 -0.65115
H -0.01808 0.44774 1.64652
H -1.63182 1.99280 0.21142
H -2.02691 1.52707 -1.29855
H -3.02043 0.78586 -0.12219
H -2.14493 -1.16610 -1.35872
H -0.50801 -1.37839 -1.55376
```

## Properties
- HOMO level (eV) = -7.643
- HOMO-LUMO gap (eV) = 8.69



Most stable: two